DFT (wB97M-V/def2-TZVPD) results for C34H32ClN3O7PReS2 as an isolated structure at a distorted geometry.

The spin multiplicity is 2. The lowest unoccupied orbital energy (spin up / spin down) comes out at -4.14 / -4.09 eV. The calculation puts the frontier orbital gap (spin up / spin down) at 6.6 / 6.6 eV. As for the net charge: +1. The HOMO energy (spin up / spin down) comes out at -10.7 / -10.7 eV. The expectation value of S² is 0.7602. Its energy relative to the best compared isomer or geometry (same formula, charge and spin) is 1.378 eV.

Positions of all 81 atoms, in Å:
Re 0.16 -1.61 -1.01
Cl -0.48 -3.01 -3.02
S -0.56 -1.95 1.01
S -3.56 -2.97 -0.53
P -2.66 -2.63 1.13
O -1.55 -2.09 -2.70
O 0.73 -2.14 -3.14
O -0.16 -3.71 -1.73
O 4.52 0.86 0.87
O 1.28 4.69 -2.36
O 0.22 0.94 -3.77
O -0.70 -3.86 -4.09
N 0.70 2.55 -0.78
N 2.16 0.90 -0.14
N 0.13 0.32 -1.15
C 2.22 4.09 -3.25
C -1.60 -5.09 1.78
C 1.44 3.62 -0.23
C 1.82 3.66 1.11
C 5.82 0.94 1.44
C -2.07 -6.29 3.80
C 2.36 5.83 -0.55
C 4.00 -0.37 0.62
C -1.00 1.09 -3.19
C -1.05 0.81 -1.81
C -2.16 1.48 -3.84
C -2.64 -0.77 3.23
C -3.40 1.29 -1.77
C 1.71 4.71 -1.06
C 2.04 -1.55 -0.24
C 0.28 1.07 -5.18
C 2.71 -0.37 0.08
C 2.50 4.76 1.60
C -3.35 1.57 -3.12
C 4.65 -1.57 0.86
C -4.44 0.77 3.64
C 3.99 -2.76 0.53
C -3.03 -4.12 3.46
C 2.76 5.84 0.78
C -2.87 -5.25 4.24
C -3.19 0.25 3.98
C 1.01 1.25 -0.69
C 2.73 -2.75 -0.02
C -1.44 -6.21 2.57
C -2.40 -4.03 2.23
C -4.58 -0.77 1.80
C -5.13 0.25 2.56
C -2.24 0.90 -1.11
C -3.33 -1.28 2.13
H -2.26 0.65 -0.06
H 6.03 1.99 1.57
H 6.56 0.50 0.77
H 2.37 3.03 -3.01
H 2.79 4.79 2.64
H -2.16 1.69 -4.90
H -3.37 -5.32 5.20
H 2.78 1.66 0.14
H -5.11 -1.17 0.95
H 5.64 -1.59 1.27
H 3.18 4.62 -3.20
H 2.54 6.67 -1.20
H 1.57 2.83 1.77
H -0.10 2.79 -1.34
H -1.67 -1.17 3.51
H -3.66 -3.31 3.81
H -0.02 2.07 -5.50
H -4.33 1.36 -1.23
H -1.94 -7.18 4.41
H 1.81 4.19 -4.25
H 3.27 6.71 1.17
H 4.50 -3.70 0.71
H -4.25 1.87 -3.64
H -0.34 0.32 -5.67
H 5.85 0.43 2.40
H -0.82 -7.03 2.22
H -4.88 1.56 4.23
H 1.32 0.90 -5.44
H 2.25 -3.69 -0.26
H -1.12 -5.03 0.81
H -2.66 0.65 4.83
H -6.11 0.64 2.30